The following is a quantum chemistry calculation of a structure of composition CH2NO3S at a distorted geometry, from the Open Molecules 2025 dataset.

The geometry in ORCA input format:
```
! RIJCOSX wB97M-V def2-TZVPD def2/J DEFGRID3
* xyz -1 1
C -1.070 -0.882 -0.747
N -1.200 0.319 -0.444
O 0.695 1.965 1.409
O 1.716 0.978 -0.634
O 1.153 -0.478 1.242
S 0.888 0.791 0.551
H -1.904 -1.302 -1.188
H -0.279 -1.392 -0.190
*
```

Output
E_HOMO (spin up / spin down): -0.152 / -0.152 Ha
LUMO energy (spin up / spin down): 4.2151 / 4.2154 eV
HOMO-LUMO gap (spin up / spin down): 8.3571 / 8.3549 eV
relative energy (zero: lowest compared OMol25 entry of this formula, charge and spin): 203.8 kJ/mol
calculated total energy: -19536.790 eV

=====

The following is a quantum chemistry calculation of the ion CH2NO3S with charge -1 at a distorted geometry, from the Open Molecules 2025 dataset.

The geometry in ORCA input format:
```
! RIJCOSX wB97M-V def2-TZVPD def2/J DEFGRID3
* xyz -1 1
C -0.324 0.686 -0.799
N -0.270 -0.591 -0.402
O 0.552 -1.992 -2.317
O -0.359 1.108 -1.938
O -1.293 -3.076 -0.375
S -0.726 -1.804 -1.681
H -0.227 1.324 0.113
H -0.314 -1.024 0.580
*
```

Output
E_HOMO (spin up / spin down): -0.149 / -0.149 Ha
LUMO energy (spin up / spin down): 4.0206 / 4.0206 eV
HOMO-LUMO gap (spin up / spin down): 8.0797 / 8.0791 eV
relative energy (zero: lowest compared OMol25 entry of this formula, charge and spin): 228.6 kJ/mol
calculated total energy: -19536.533 eV

=====

The following is a quantum chemistry calculation of a cluster of 2 separate species, CH2NO4P in total at a distorted geometry, from the Open Molecules 2025 dataset.

The geometry in ORCA input format:
```
! RIJCOSX wB97M-V def2-TZVPD def2/J DEFGRID3
* xyz -2 1
C 0.418 0.634 -0.852
N 0.817 -0.631 -1.029
O -0.500 1.412 1.916
O -2.439 0.204 0.644
O 0.782 1.549 -1.564
O -0.254 -1.096 1.448
P -1.000 0.221 1.138
H 1.664 -1.034 -1.551
H 0.512 -1.258 -0.151
*
```

Output
E_HOMO: 0.050 Ha
LUMO energy: 7.3537 eV
HOMO-LUMO gap: 6.0024 eV
relative energy (zero: lowest compared OMol25 entry of this formula, charge and spin): 188.8 kJ/mol
calculated total energy: -20039.061 eV

=====

The following is a quantum chemistry calculation of the molecule CH2NP3 at a distorted geometry, from the Open Molecules 2025 dataset.

The geometry in ORCA input format:
```
! RIJCOSX wB97M-V def2-TZVPD def2/J DEFGRID3
* xyz 0 1
C 1.843 -1.096 0.043
N -1.498 -0.463 -0.469
P 0.513 -0.165 -0.001
P -2.765 -0.123 0.222
P 0.608 1.895 -0.010
H 1.954 -2.078 -0.377
H -0.655 2.030 0.591
*
```

Output
E_HOMO (spin up / spin down): -0.268 / -0.267 Ha
LUMO energy (spin up / spin down): -2.0733 / -2.0741 eV
HOMO-LUMO gap (spin up / spin down): 5.2060 / 5.2038 eV
relative energy (zero: lowest compared OMol25 entry of this formula, charge and spin): 458.2 kJ/mol
calculated total energy: -30419.695 eV